A.
Density functional theory data (ωB97M-V with the def2-TZVPD basis set) for one molecule with the formula C19H22N2O3S.

Results
- SMILES string = CC(=O)N1c2ccc(S(=O)(=O)N(C)Cc3ccccc3)cc2C[C@H]1C
- orbital gap (eV) = 9.20
- lowest unoccupied orbital energy (hartree) = 0.0197
- spin multiplicity = 1
- HOMO energy (eV) = -8.66

```
47
C19H22N2O3S (ωB97M-V with the def2-TZVPD basis set)
C -5.829 -0.503 0.259
C -4.536 0.126 0.727
O -4.473 0.776 1.747
N -3.453 -0.054 -0.089
C -2.214 0.567 0.081
C -1.728 1.254 1.182
C -0.442 1.774 1.106
C 0.317 1.607 -0.034
C -0.170 0.933 -1.145
C -1.441 0.414 -1.078
C -2.231 -0.335 -2.108
H -1.653 -1.124 -2.587
H -2.581 0.350 -2.883
C -3.400 -0.905 -1.282
C -3.107 -2.349 -0.871
H -3.860 -2.728 -0.185
H -3.084 -2.990 -1.748
H -2.140 -2.395 -0.374
H -4.344 -0.852 -1.827
H 0.452 0.835 -2.019
S 1.998 2.204 -0.113
O 2.197 2.916 -1.341
O 2.321 2.862 1.123
N 2.792 0.732 -0.254
C 3.944 0.669 -1.118
H 4.026 -0.333 -1.542
H 4.871 0.914 -0.586
H 3.787 1.394 -1.912
C 2.873 -0.018 0.984
C 2.597 -1.474 0.717
C 1.292 -1.913 0.528
C 1.036 -3.240 0.232
C 2.079 -4.143 0.120
C 3.381 -3.714 0.309
C 3.638 -2.386 0.603
H 4.656 -2.055 0.752
H 4.199 -4.415 0.225
H 1.877 -5.179 -0.110
H 0.018 -3.576 0.092
H 0.480 -1.206 0.617
H 2.118 0.399 1.654
H 3.859 0.111 1.451
H -0.013 2.316 1.935
H -2.333 1.381 2.063
H -5.734 -1.577 0.126
H -6.589 -0.304 1.010
H -6.143 -0.057 -0.683
```

=====

B.
Density functional theory data (ωB97M-V with the def2-TZVPD basis set) for one molecule with the formula C19H22N2O3S.

Results
- SMILES string = C=CCN(c1ccc(C(=O)Nc2cc(C)cc(C)c2)cc1)S(C)(=O)=O
- orbital gap (eV) = 9.05
- lowest unoccupied orbital energy (hartree) = 0.0219
- spin multiplicity = 1
- HOMO energy (eV) = -8.46

```
47
C19H22N2O3S (ωB97M-V with the def2-TZVPD basis set)
C -4.458 -1.943 2.485
C -3.281 -1.590 2.005
C -2.840 -1.886 0.601
N -2.621 -0.670 -0.166
C -1.465 0.088 0.002
C -1.292 1.274 -0.719
C -0.150 2.033 -0.566
C 0.874 1.624 0.281
C 0.709 0.447 1.001
C -0.442 -0.305 0.871
H -0.525 -1.205 1.456
H 1.478 0.118 1.684
C 2.071 2.489 0.461
O 1.987 3.686 0.657
N 3.289 1.874 0.459
C 3.639 0.576 0.067
C 4.715 -0.042 0.698
C 5.101 -1.324 0.343
C 4.394 -1.987 -0.653
C 3.334 -1.379 -1.308
C 2.969 -0.087 -0.953
H 2.163 0.401 -1.478
C 2.598 -2.081 -2.408
H 1.529 -1.887 -2.338
H 2.940 -1.718 -3.377
H 2.768 -3.154 -2.367
H 4.685 -2.991 -0.927
C 6.268 -1.987 1.009
H 7.132 -1.975 0.344
H 6.538 -1.473 1.928
H 6.040 -3.026 1.240
H 5.248 0.487 1.476
H 4.052 2.470 0.759
H -0.037 2.952 -1.120
H -2.048 1.585 -1.418
S -4.046 0.037 -0.729
O -3.823 0.652 -2.001
O -5.067 -0.961 -0.657
C -4.406 1.324 0.493
H -5.249 1.894 0.124
H -4.654 0.825 1.421
H -3.534 1.957 0.601
H -1.923 -2.482 0.585
H -3.622 -2.437 0.079
H -2.582 -1.027 2.610
H -5.168 -2.485 1.884
H -4.757 -1.706 3.493
```

=====

Best to worst by energy: A, B.

=====

A.
Density functional theory data (ωB97M-V with the def2-TZVPD basis set) for a 2-piece molecular cluster, C3H12N2O2 overall.

Results
- SMILES string = NCCNCO.O
- orbital gap (eV) = 9.30
- lowest unoccupied orbital energy (hartree) = 0.0220
- spin multiplicity = 1
- HOMO energy (eV) = -8.70

```
19
C3H12N2O2 (ωB97M-V with the def2-TZVPD basis set)
C -0.746 0.642 0.711
N 0.621 0.421 0.338
C 1.544 1.533 0.195
O 1.360 2.200 -1.053
C -1.816 -0.043 -0.175
N -1.793 -1.539 -0.082
H -0.993 1.698 0.775
H -0.987 0.227 1.706
H 0.594 -0.222 -0.445
H 1.401 2.455 0.794
H 2.476 0.957 0.268
H 1.364 1.580 -1.797
H -2.864 0.108 0.074
H -1.773 0.198 -1.253
H -2.092 -1.834 0.839
H -1.025 -2.061 -0.459
H 1.153 -2.265 0.559
H 2.203 -1.828 -0.623
O 1.373 -2.227 -0.371
```

=====

B.
Density functional theory data (ωB97M-V with the def2-TZVPD basis set) for a 3-piece molecular cluster, C3H12N2O2 overall.

Results
- SMILES string = C/C(N)=C/N.O.O
- orbital gap (eV) = 8.26
- lowest unoccupied orbital energy (hartree) = 0.0263
- spin multiplicity = 1
- HOMO energy (eV) = -7.55

```
19
C3H12N2O2 (ωB97M-V with the def2-TZVPD basis set)
C -1.813 -0.874 0.597
C -0.485 -0.111 0.615
C -0.543 1.207 0.401
N 0.419 2.143 0.839
N 0.629 -0.828 1.135
H -2.506 -0.348 -0.054
H -1.705 -1.893 0.216
H -2.260 -0.900 1.596
H -1.446 1.653 0.016
H 1.310 1.851 1.200
H 0.362 2.900 0.187
H 0.446 -1.810 1.258
H 0.906 -0.440 2.035
H -0.309 0.574 -3.601
H -0.066 1.545 -2.314
O -0.515 0.756 -2.666
H 1.793 -1.490 -0.420
H 3.268 -1.946 -0.213
O 2.517 -1.989 -0.827
```

=====

Best to worst by energy: B, A.

=====

A.
Density functional theory data (ωB97M-V with the def2-TZVPD basis set) for a 2-piece molecular cluster, C3H12N2O2 overall.

Results
- SMILES string = NCCNCO.O
- orbital gap (eV) = 9.72
- lowest unoccupied orbital energy (hartree) = 0.0299
- spin multiplicity = 1
- HOMO energy (eV) = -8.91

```
19
C3H12N2O2 (ωB97M-V with the def2-TZVPD basis set)
C -1.167 0.327 -0.511
N 0.094 0.572 0.202
C 0.701 1.832 -0.291
O 2.115 1.813 -0.298
C -1.565 -1.150 -0.319
N -1.553 -1.619 1.051
H -0.958 0.458 -1.574
H -1.996 0.974 -0.202
H -0.001 0.748 1.194
H 0.191 2.184 -1.186
H 0.521 2.580 0.488
H 2.423 1.217 -0.998
H -2.556 -1.219 -0.776
H -0.943 -1.788 -0.960
H -0.600 -1.674 1.390
H -2.104 -2.448 1.199
H 3.173 -1.106 0.240
H 1.951 -0.413 0.783
O 2.274 -1.287 0.567
```

=====

B.
Density functional theory data (ωB97M-V with the def2-TZVPD basis set) for a 3-piece molecular cluster, C3H12N2O2 overall.

Results
- SMILES string = C/C(N)=C/N.O.O
- orbital gap (eV) = 8.11
- lowest unoccupied orbital energy (hartree) = 0.0261
- spin multiplicity = 1
- HOMO energy (eV) = -7.40

```
19
C3H12N2O2 (ωB97M-V with the def2-TZVPD basis set)
C 0.088 0.741 -0.963
C 0.188 0.830 0.533
C 0.999 0.051 1.226
N 0.942 -0.180 2.626
N -0.857 1.537 1.162
H 0.014 1.718 -1.427
H 0.917 0.157 -1.350
H -0.821 0.180 -1.214
H 1.797 -0.520 0.775
H 0.033 0.044 3.025
H 1.190 -1.148 2.807
H -1.437 2.059 0.528
H -0.573 2.126 1.931
H 2.606 -2.140 -3.737
H 1.216 -1.417 -3.511
O 2.063 -1.642 -3.125
H -3.188 -0.756 -0.438
H -2.309 -0.475 0.766
O -2.868 -1.166 0.385
```

=====

C.
Density functional theory data (ωB97M-V with the def2-TZVPD basis set) for a 2-piece molecular cluster, C3H12N2O2 overall.

Results
- SMILES string = NC[C@H](N)CO.O
- orbital gap (eV) = 9.78
- lowest unoccupied orbital energy (hartree) = 0.0267
- spin multiplicity = 1
- HOMO energy (eV) = -9.05

```
19
C3H12N2O2 (ωB97M-V with the def2-TZVPD basis set)
N 1.708 -0.360 1.165
C 0.655 -0.093 0.156
C 1.116 0.262 -1.184
O -0.060 0.685 -1.863
C -0.491 1.055 0.765
N -1.531 0.319 1.633
H 2.107 0.464 1.449
H 2.458 -0.963 0.747
H -0.016 -1.021 0.148
H 1.523 -0.633 -1.773
H 1.847 1.087 -1.220
H -0.372 -0.261 -2.143
H -1.069 1.512 -0.125
H 0.074 1.907 1.077
H -0.916 -0.002 2.359
H -2.251 1.058 1.843
H -1.280 -2.043 -0.405
H -2.230 -1.396 -1.317
O -1.273 -1.578 -1.312
```

=====

D.
Density functional theory data (ωB97M-V with the def2-TZVPD basis set) for a 2-piece molecular cluster, C3H12N2O2 overall.

Results
- SMILES string = NCNCCO.O
- orbital gap (eV) = 9.42
- lowest unoccupied orbital energy (hartree) = 0.0285
- spin multiplicity = 1
- HOMO energy (eV) = -8.64

```
19
C3H12N2O2 (ωB97M-V with the def2-TZVPD basis set)
C -0.281 -0.883 1.612
C 0.876 -1.314 0.705
O 0.713 -1.147 -0.716
N -0.809 0.463 1.533
C -1.305 0.995 0.270
N -0.358 1.735 -0.557
H -1.081 -1.612 1.522
H 0.155 -0.966 2.604
H 1.007 -2.387 0.871
H 1.762 -0.706 0.878
H -0.198 -1.239 -1.017
H -0.206 1.142 1.981
H -1.666 0.123 -0.281
H -2.130 1.666 0.461
H -0.415 2.714 -0.319
H 0.593 1.428 -0.396
H 1.827 0.139 -2.757
H 0.418 -0.364 -3.015
O 1.097 0.212 -3.378
```

=====

Best to worst by energy: B, A, D, C.

=====

A.
Density functional theory data (ωB97M-V with the def2-TZVPD basis set) for a 3-piece molecular cluster, C3H12N2O2 overall.

Results
- orbital gap (eV) = 8.43
- lowest unoccupied orbital energy (hartree) = 0.0314
- spin multiplicity = 1
- HOMO energy (eV) = -7.58

```
19
C3H12N2O2 (ωB97M-V with the def2-TZVPD basis set)
C -0.262 1.290 -0.393
C -0.671 -0.275 1.099
C -1.806 -1.047 0.434
N 0.000 0.467 -1.594
O 0.622 2.109 -0.090
H 2.179 0.980 0.339
H -1.324 1.520 -0.233
H -0.798 -0.113 -1.832
H 0.181 1.104 -2.367
H -0.097 -0.997 1.709
H -1.044 0.470 1.806
H -2.457 -1.559 1.152
H -2.460 -0.388 -0.150
H -1.421 -1.815 -0.244
N 2.038 -0.031 0.474
O 2.278 -0.731 -0.738
H 1.475 -0.433 -1.270
H 2.649 -0.431 1.179
H 0.917 -0.119 0.719
```

=====

B.
Density functional theory data (ωB97M-V with the def2-TZVPD basis set) for a 3-piece molecular cluster, C3H12N2O2 overall.

Results
- SMILES string = [H]/N=C/NCC.O.O
- orbital gap (eV) = 10.09
- lowest unoccupied orbital energy (hartree) = 0.0266
- spin multiplicity = 1
- HOMO energy (eV) = -9.37

```
19
C3H12N2O2 (ωB97M-V with the def2-TZVPD basis set)
C 0.797 0.302 -2.052
C 1.614 0.000 -0.753
N 0.894 0.399 0.450
C 0.600 -0.738 1.160
N -0.488 -0.851 1.898
H 1.500 0.954 -2.608
H -0.078 0.857 -1.750
H 0.745 -0.669 -2.707
H 2.019 -1.144 -0.567
H 2.437 0.632 -0.851
H 0.267 1.175 0.176
H 1.371 -1.505 0.857
H -0.605 -1.519 2.657
H -1.381 1.218 1.975
H -1.543 2.154 3.020
O -1.650 2.107 2.119
H -1.729 -1.471 -1.582
H -2.341 -1.083 -0.277
O -2.430 -0.816 -1.166
```

=====

C.
Density functional theory data (ωB97M-V with the def2-TZVPD basis set) for a 3-piece molecular cluster, C3H12N2O2 overall.

Results
- SMILES string = [H]/N=C/NCC.O.O
- orbital gap (eV) = 10.17
- lowest unoccupied orbital energy (hartree) = 0.0185
- spin multiplicity = 1
- HOMO energy (eV) = -9.67

```
19
C3H12N2O2 (ωB97M-V with the def2-TZVPD basis set)
C 1.924 -2.182 -1.049
C 1.237 -0.872 -1.375
N 0.123 -0.605 -0.470
C -0.734 0.461 -0.867
N -1.447 0.444 -1.916
H 1.233 -3.014 -1.028
H 2.410 -2.131 -0.076
H 2.719 -2.392 -1.766
H 2.012 -0.108 -1.189
H 1.040 -0.711 -2.436
H -0.423 -1.463 -0.437
H -0.760 1.277 -0.137
H -1.622 1.392 -2.224
H -1.760 -0.283 1.823
H -3.270 -0.409 2.061
O -2.419 -0.732 2.373
H -0.779 3.444 2.774
H 0.575 3.819 3.312
O -0.058 4.065 2.628
```

=====

Best to worst by energy: C, B, A.